(1)
{
  "formula": "C4H13N2",
  "method": "ωB97M-V/def2-TZVPD",
  "fmax_ha_per_bohr": 0.0903,
  "charge": 1,
  "relative_energy_ev": 5.193,
  "lumo_energy_ev": [-4.05, -4.27],
  "symbols": ["H", "H", "H", "H", "H", "H", "N", "H", "C", "C", "H", "C", "H", "H", "H", "H", "H", "N", "C"],
  "xyz": [[-0.959, 1.606, -1.622], [1.586, -1.694, -1.230], [1.887, 1.394, 0.128], [1.266, 0.744, 1.475], [2.318, -1.109, 0.318], [0.752, -2.025, 0.141], [-0.012, 1.313, -1.354], [0.659, 2.100, 1.131], [-1.810, -0.865, -0.022], [0.054, 0.621, -0.158], [-1.863, 0.937, 1.071], [1.536, -1.437, -0.217], [-2.769, -1.262, 0.551], [-0.772, -0.248, 1.614], [-1.304, -1.787, -0.352], [-2.163, -0.325, -1.016], [0.488, 0.949, -2.166], [1.103, 1.317, 0.694], [-1.080, 0.272, 0.749]],
  "forces_ev_per_a": [[0.6, -0.2, 0.1], [0.8, 0.2, -1.5], [2.0, 1.2, -0.9], [0.9, -1.4, 1.2], [2.7, 0.8, 1.8], [-0.7, -0.8, 1.5], [-1.3, 0.0, -0.6], [0.3, 1.7, -0.4], [-3.6, 0.5, -1.5], [2.2, -1.0, 0.7], [0.0, 1.1, -0.3], [-4.1, 1.2, -1.9], [1.9, 1.1, -1.2], [1.1, -0.1, 1.3], [0.4, 0.8, 0.5], [0.2, -1.5, 1.9], [-0.2, 0.1, 0.5], [-2.4, -0.9, 0.6], [-0.9, -2.9, -2.0]]
}

(2)
{
  "formula": "C11H12N2O4S2",
  "method": "ωB97M-V/def2-TZVPD",
  "fmax_ha_per_bohr": 0.1073,
  "relative_energy_ev": 0.970,
  "lumo_energy_ev": -1.95,
  "smiles": "O=C1C(SCCO)=C(SCCO)C(=O)c2[nH]cnc21",
  "symbols": ["H", "C", "C", "C", "N", "S", "H", "S", "O", "H", "O", "H", "H", "C", "H", "H", "C", "H", "H", "C", "C", "C", "C", "H", "O", "H", "C", "H", "C", "O", "N"],
  "xyz": [[-2.493, -0.641, 0.325], [1.272, -0.339, -2.664], [0.722, -1.196, -1.608], [-2.847, -2.714, 0.648], [1.557, 1.521, -3.744], [-0.315, 1.619, 1.177], [1.924, 2.167, 1.850], [-0.349, -1.487, 0.914], [0.037, 0.681, 4.340], [1.791, 0.495, 2.075], [0.349, -2.369, -1.928], [1.766, 2.523, -3.773], [0.326, 2.631, 3.826], [1.081, 0.993, -2.566], [-2.320, -3.680, 0.730], [2.561, 0.704, -5.490], [0.704, 1.729, -1.373], [1.855, 1.760, 4.246], [-0.556, 0.313, 3.635], [-2.032, -1.563, 0.054], [0.879, 1.715, 3.788], [2.083, 0.540, -4.499], [0.278, -0.502, -0.398], [-2.075, -1.571, -1.033], [-3.225, -2.287, 1.986], [-3.706, -2.795, 0.048], [0.227, 0.865, -0.297], [-3.552, -2.980, 2.587], [1.217, 1.484, 2.226], [0.877, 2.952, -1.236], [1.964, -0.569, -3.847]],
  "forces_ev_per_a": [[-0.5, 0.7, 0.5], [1.4, 0.5, -0.8], [-1.5, -4.0, -3.4], [0.9, 0.4, 1.8], [-0.1, 2.9, 0.9], [0.3, 0.6, 1.0], [0.6, 1.4, -0.2], [-0.9, -0.6, -1.1], [0.4, 0.0, -0.9], [-1.4, 1.0, 0.3], [1.4, 3.4, 1.8], [-0.3, -0.5, -0.4], [0.0, 0.9, 0.4], [0.4, 1.0, -0.9], [0.0, 0.5, -0.5], [-0.5, -0.2, 1.1], [0.6, 2.4, -0.4], [-0.1, -0.1, 0.7], [0.8, 0.6, 0.7], [0.3, -1.0, 1.2], [-0.8, -1.5, -2.9], [0.3, 0.2, 0.4], [0.0, 1.3, 1.2], [0.9, -0.5, 0.0], [0.1, 0.1, -0.1], [-1.3, -0.4, -0.8], [0.2, -1.8, 0.7], [0.3, 0.1, -0.9], [-0.3, -2.3, 1.1], [-0.4, -2.1, -0.5], [-0.7, -2.9, 0.1]]
}

(3)
{
  "formula": "C2H2N2O4",
  "method": "ωB97M-V/def2-TZVPD",
  "fmax_ha_per_bohr": 0.1567,
  "relative_energy_ev": 4.997,
  "lumo_energy_ev": [0.50, -3.68],
  "multiplicity": 3,
  "symbols": ["N", "C", "O", "C", "O", "O", "H", "N", "O", "H"],
  "xyz": [[1.528, -0.107, -0.905], [1.080, 0.576, 0.381], [2.570, -0.652, -0.968], [-2.449, -0.145, 0.333], [0.716, 0.022, -1.842], [1.792, 0.810, 1.279], [-3.373, 0.485, 0.300], [-1.508, -0.699, 0.693], [-0.450, -1.180, 0.631], [0.091, 0.891, 0.099]],
  "forces_ev_per_a": [[-4.7, 4.0, 5.2], [0.7, 0.0, -2.4], [6.7, -3.7, -1.0], [-3.2, 1.9, 0.5], [-2.1, 0.0, -3.3], [0.5, -0.1, 0.9], [1.5, -1.2, 0.2], [-1.7, 1.1, -1.8], [3.0, -2.6, 1.3], [-0.6, 0.5, 0.4]]
}

(4)
{
  "formula": "C4H9NO",
  "method": "ωB97M-V/def2-TZVPD",
  "fmax_ha_per_bohr": 0.0978,
  "relative_energy_ev": 3.143,
  "lumo_energy_ev": 0.95,
  "smiles": "NC[C@H]1C[C@H]1O",
  "symbols": ["O", "C", "H", "H", "H", "H", "H", "C", "C", "H", "C", "H", "N", "H", "H"],
  "xyz": [[0.302, -1.321, 1.314], [-1.025, 0.632, -0.117], [0.495, 0.464, -1.700], [2.648, 0.851, -0.108], [-1.679, -0.926, -1.223], [1.361, 1.367, 1.148], [-2.623, -0.335, 0.105], [1.626, 0.686, 0.282], [0.463, 0.359, -0.596], [-1.259, 1.321, -0.979], [1.095, -0.663, 0.281], [-1.077, 1.048, 0.840], [-1.724, -0.640, -0.198], [-0.596, -1.555, 0.947], [1.990, -1.287, 0.003]],
  "forces_ev_per_a": [[0.8, 0.9, -0.8], [3.3, 0.1, -3.8], [0.5, -0.6, 0.8], [-0.9, -0.3, 0.1], [-0.7, 0.3, 1.9], [0.5, -0.7, -1.0], [-1.4, -0.8, -0.4], [-0.4, 3.4, 2.4], [-1.1, -0.1, -0.3], [-0.9, -0.1, 1.4], [0.8, -3.6, 0.5], [-0.2, 0.7, 1.3], [0.2, 0.2, -1.7], [1.2, 0.7, -0.1], [-1.6, -0.1, -0.4]]
}

(5)
{
  "formula": "C2H5F3N2O",
  "method": "ωB97M-V/def2-TZVPD",
  "fmax_ha_per_bohr": 0.0725,
  "relative_energy_ev": 0.181,
  "lumo_energy_ev": [-0.94, -0.70],
  "symbols": ["F", "N", "C", "H", "H", "F", "N", "C", "H", "H", "F", "H", "O"],
  "xyz": [[-1.657, 0.472, 1.094], [1.518, -0.766, 0.439], [-1.958, -0.202, -0.033], [0.058, -1.019, -0.364], [1.859, -1.130, 1.300], [-1.889, 0.786, -0.984], [-1.080, -1.188, -0.420], [1.877, 1.399, -0.388], [1.237, 1.183, -1.196], [2.449, 2.319, -0.189], [-3.277, -0.379, 0.024], [-1.275, -1.982, 0.215], [2.137, 0.509, 0.501]],
  "forces_ev_per_a": [[0.4, -0.2, 1.2], [1.0, 2.1, -0.9], [0.7, 3.2, -1.8], [-3.1, 0.3, 0.5], [0.3, -0.5, 0.8], [0.7, 0.5, -0.6], [0.8, -2.1, 1.1], [1.8, -0.5, 2.4], [-0.7, -0.2, -0.8], [-0.6, -0.5, -0.5], [-0.2, -2.0, 0.4], [0.4, 0.3, -0.7], [-1.4, -0.5, -1.2]]
}

(6)
{
  "formula": "C23H19AuF9N2OSe3",
  "method": "ωB97M-V/def2-TZVPD",
  "fmax_ha_per_bohr": 0.0159,
  "charge": 1,
  "relative_energy_ev": 0.100,
  "lumo_energy_ev": -3.54,
  "symbols": ["C", "F", "C", "H", "F", "C", "C", "Au", "C", "H", "C", "F", "F", "H", "N", "C", "C", "C", "H", "C", "H", "H", "H", "H", "C", "C", "H", "F", "H", "H", "C", "H", "H", "C", "Se", "F", "C", "C", "O", "H", "C", "F", "H", "N", "F", "C", "C", "F", "H", "Se", "H", "C", "C", "C", "Se", "C", "H", "H"],
  "xyz": [[-2.037, -0.643, -2.775], [3.323, 0.740, -2.591], [-1.941, -2.442, -1.107], [1.160, -3.163, 4.029], [2.764, -2.265, 0.298], [-1.827, 0.765, -3.261], [0.761, -1.655, 5.519], [0.894, 1.572, 1.889], [-2.854, -2.867, -3.313], [-1.848, -4.033, 0.317], [-2.519, -3.295, -2.032], [0.837, -1.004, -3.090], [2.758, -1.911, -2.750], [1.114, 6.404, 3.257], [0.780, 0.101, 3.394], [1.033, 4.414, 2.485], [-1.603, -2.974, 0.260], [0.564, 0.556, 4.635], [-0.541, -2.858, 0.481], [0.553, -0.299, 5.725], [-4.424, -3.434, -4.660], [-1.115, 0.772, -4.088], [1.159, -1.509, 2.172], [-2.882, -1.199, -4.651], [1.632, -1.520, -2.154], [1.932, -0.475, -1.037], [-3.618, -4.799, -3.880], [3.224, -0.272, 0.966], [-1.452, 1.425, -2.486], [-2.768, 1.170, -3.636], [0.986, -2.117, 4.234], [0.307, 7.413, 1.126], [-2.714, -4.323, -1.750], [2.372, 0.877, -1.676], [1.822, 3.668, 4.091], [1.313, 1.466, -2.248], [0.125, 5.511, 0.150], [-1.695, -1.107, -1.490], [0.897, -0.221, -0.150], [0.392, 0.097, 6.718], [0.882, 5.786, 2.402], [4.241, -1.080, -0.753], [0.757, -2.338, 6.358], [0.735, 3.613, 1.446], [2.815, 1.713, -0.727], [0.428, 6.342, 1.213], [-2.615, -1.544, -3.658], [1.037, -2.594, -1.640], [-0.231, 5.903, -0.792], [0.087, 2.402, 4.984], [0.053, 3.447, -0.486], [0.284, 4.145, 0.308], [0.994, -1.205, 3.196], [3.073, -1.034, -0.123], [-0.966, 0.056, -0.199], [-3.463, -3.811, -4.309], [-2.816, -3.914, -5.181], [-2.160, -2.451, 1.038]],
  "forces_ev_per_a": [[0.0, 0.1, 0.0], [0.0, 0.0, 0.0], [-0.1, -0.1, 0.0], [0.0, 0.0, 0.0], [0.0, 0.0, 0.0], [0.0, 0.0, 0.0], [0.0, 0.0, 0.0], [-0.2, 0.3, 0.5], [0.0, 0.0, 0.0], [0.0, 0.0, 0.0], [0.0, 0.0, 0.0], [0.0, 0.1, 0.0], [0.0, -0.1, 0.0], [0.0, 0.0, 0.0], [0.1, -0.1, -0.2], [0.0, 0.0, 0.0], [0.0, 0.0, 0.0], [0.0, 0.0, 0.0], [0.0, 0.0, 0.0], [0.0, 0.0, 0.0], [0.0, 0.0, 0.0], [0.0, 0.0, 0.0], [0.0, 0.0, 0.0], [0.0, 0.0, 0.0], [0.0, 0.0, 0.0], [-0.1, 0.4, 0.0], [0.0, 0.0, 0.0], [0.0, 0.0, 0.0], [0.0, 0.0, 0.0], [0.0, 0.0, 0.0], [0.0, 0.0, 0.0], [0.0, 0.0, 0.0], [0.0, 0.0, 0.0], [0.0, 0.0, 0.0], [0.0, 0.1, 0.0], [0.0, 0.0, 0.0], [0.0, 0.0, 0.0], [0.1, -0.1, 0.1], [0.2, -0.8, 0.2], [0.0, 0.0, 0.0], [0.0, 0.0, 0.0], [0.0, 0.0, 0.0], [0.0, 0.0, 0.0], [0.2, -0.1, -0.1], [0.0, 0.0, 0.0], [0.0, 0.0, 0.0], [0.0, 0.0, 0.0], [-0.1, 0.0, 0.0], [0.0, 0.0, 0.0], [0.0, 0.0, 0.0], [0.0, 0.0, 0.0], [0.0, 0.0, 0.0], [0.0, 0.0, 0.0], [0.1, 0.1, -0.1], [-0.1, 0.3, -0.4], [0.0, 0.0, 0.0], [0.0, 0.0, 0.0], [0.0, 0.0, 0.0]]
}

(7)
{
  "formula": "C20H52F6HgN2O22S3Zn",
  "method": "ωB97M-V/def2-TZVPD",
  "fmax_ha_per_bohr": 0.0475,
  "lumo_energy_ev": -1.39,
  "symbols": ["H", "O", "H", "H", "O", "H", "O", "H", "S", "H", "C", "O", "H", "O", "H", "O", "O", "O", "H", "H", "H", "H", "C", "H", "C", "O", "H", "C", "C", "H", "H", "C", "H", "H", "H", "O", "C", "O", "H", "Zn", "O", "F", "H", "H", "H", "H", "C", "C", "H", "H", "H", "H", "H", "N", "H", "N", "H", "O", "C", "H", "S", "H", "F", "H", "C", "O", "C", "H", "F", "Hg", "S", "C", "C", "H", "F", "O", "O", "C", "H", "H", "H", "H", "C", "H", "H", "H", "O", "H", "O", "H", "H", "C", "O", "H", "H", "O", "F", "H", "C", "H", "H", "O", "H", "O", "C", "F", "C"],
  "xyz": [[-6.085, -2.186, -1.015], [-2.335, 3.840, 1.596], [-5.520, -0.059, -3.851], [-7.147, -1.342, -2.096], [-1.128, -0.297, -0.769], [-0.828, -1.142, 3.561], [1.914, 1.813, 2.757], [-0.422, 2.141, -2.095], [2.965, 4.593, -0.009], [0.515, -1.371, 5.524], [-2.514, -3.532, -0.743], [2.089, 3.466, 0.326], [-4.006, 2.364, -1.218], [-2.612, -2.075, 1.248], [1.041, -2.767, -1.600], [3.962, -0.840, -4.551], [2.084, -2.758, 5.615], [3.325, 0.945, 0.547], [1.728, 2.255, 3.591], [2.095, -2.900, 2.639], [-2.284, 5.125, -3.187], [-2.057, -3.939, 1.328], [0.410, -2.736, 3.907], [-4.183, 2.143, -3.599], [4.073, 3.958, -1.401], [1.099, -1.040, -1.416], [4.832, 0.360, 1.866], [3.189, -3.761, -0.404], [1.803, 0.298, -4.311], [3.837, 1.001, -3.846], [1.907, -5.450, -0.847], [-2.022, 4.953, -2.142], [-0.236, -3.446, 4.432], [-1.948, 0.951, -3.921], [3.736, 1.525, 3.763], [1.039, -0.875, -4.133], [-0.801, 4.073, -1.940], [2.261, 5.733, -0.545], [0.034, -1.527, 2.307], [1.370, 1.687, 0.853], [0.688, 1.289, -0.971], [3.367, 3.356, -2.368], [-2.820, -2.559, -2.433], [2.192, -1.684, 7.367], [3.823, 0.526, -0.162], [3.815, 2.683, 2.495], [-5.277, 0.398, -2.890], [3.763, 0.567, 1.846], [-3.187, -0.246, -4.484], [1.296, 1.195, -3.946], [3.231, -0.301, 2.247], [0.882, -4.038, 2.186], [-2.531, -0.265, -2.873], [-0.496, -1.959, 3.069], [-3.818, -3.721, 1.060], [-3.521, 1.600, -1.685], [1.847, -1.174, 4.344], [-3.183, 4.346, -1.568], [-2.028, 2.101, 3.603], [-2.582, 2.018, -1.739], [0.305, -0.090, -0.638], [3.586, -1.435, 6.159], [4.954, 3.062, -0.973], [-1.432, -3.584, -0.880], [3.241, 0.088, -3.782], [0.604, -0.114, 0.811], [2.854, -2.109, 6.611], [1.933, 0.440, -5.386], [4.709, 4.992, -1.945], [-3.358, -0.384, -0.305], [-1.874, 2.479, 1.742], [3.367, 1.719, 2.750], [-3.986, 1.231, -3.032], [-1.903, -2.185, 1.924], [-3.296, 1.885, 3.887], [-3.043, -2.442, -1.503], [-2.694, 1.504, 1.008], [1.240, -1.904, 4.894], [3.687, -4.387, 0.342], [2.605, -1.903, -0.510], [3.469, -2.854, 7.118], [1.916, -4.350, 3.609], [-2.819, -3.403, 0.755], [-3.141, 4.481, -0.612], [-6.105, 1.070, -2.651], [-2.951, -4.461, -1.114], [-0.434, 2.355, 1.519], [-5.846, -2.424, -2.663], [-0.992, 2.794, -2.549], [3.561, -1.709, -4.429], [-1.858, 5.934, -1.692], [-6.106, -1.632, -1.956], [3.131, -2.434, 0.106], [-0.601, 3.949, -0.876], [1.209, -4.220, 0.185], [-5.151, -0.587, -1.865], [-1.274, 1.074, 3.969], [0.921, -1.057, -3.183], [1.361, -3.595, 3.060], [3.862, -3.777, -1.266], [0.083, 4.496, -2.424], [3.869, 4.840, 1.093], [3.193, -0.166, -2.715], [1.209, -3.706, -1.789], [-2.855, 0.404, -3.676], [-1.607, 3.177, 4.268], [1.814, -4.372, -0.721]],
  "forces_ev_per_a": [[0.1, 0.3, 0.2], [-0.3, -0.6, 0.2], [0.1, -0.3, 0.0], [0.2, 0.6, -0.2], [-0.1, -0.5, -1.2], [-0.3, 0.1, 0.4], [1.7, -0.3, 1.3], [0.1, 0.4, -0.1], [0.2, 0.7, 1.0], [0.3, 0.2, 0.3], [0.3, -0.4, 0.2], [-0.3, -0.1, -0.7], [-0.5, -0.3, -0.4], [-0.9, 0.1, -0.7], [0.2, -0.2, 0.3], [0.0, -0.6, 0.1], [0.0, -0.3, 0.3], [0.3, -0.4, 0.0], [-0.8, 0.2, -0.3], [0.2, -0.1, -0.1], [0.3, -0.2, -0.1], [-0.4, -0.9, -0.4], [0.3, -1.7, 0.1], [-0.3, -0.1, -0.2], [-0.9, 0.4, 0.1], [-0.1, -0.3, 0.2], [0.0, 0.2, 0.0], [0.3, -0.5, 0.0], [1.0, -0.2, -0.3], [-0.3, 0.2, 0.0], [-0.1, 0.1, -0.6], [-0.1, -0.2, 0.1], [0.2, 0.2, 0.6], [-0.3, 0.3, -0.2], [-0.3, -0.3, 0.0], [-0.4, -0.3, -0.1], [0.4, -0.1, -0.6], [0.4, -0.8, -0.2], [0.1, 0.0, -0.1], [0.2, 1.7, -0.2], [-0.1, 0.9, -2.1], [-0.3, 0.1, 0.0], [0.1, 0.2, 0.0], [0.2, 0.5, -0.1], [-0.1, -0.1, 0.0], [-0.2, 0.0, -0.6], [0.0, 0.9, -0.3], [-0.2, 0.5, 0.6], [-0.1, 0.3, -0.3], [0.2, 0.0, 0.4], [0.0, -0.3, -0.5], [-0.3, -0.1, 0.3], [0.2, -0.2, -0.2], [0.4, 0.6, -0.9], [0.0, -0.1, -0.3], [0.1, -0.7, 0.8], [-0.1, 0.2, -0.1], [-0.2, 0.3, 0.3], [0.2, 1.2, -1.5], [0.2, -0.4, -0.3], [-0.7, -0.1, 1.0], [-0.4, 0.5, 0.1], [0.4, -0.1, 0.3], [0.0, 0.1, -0.1], [-0.5, 1.1, 0.2], [0.4, -2.2, 1.1], [0.1, -0.7, -0.1], [-0.2, -0.1, -0.1], [0.2, -0.1, 0.1], [0.7, 1.1, -0.2], [0.5, 0.7, -0.5], [1.0, 0.1, 0.6], [0.5, -0.4, 0.2], [0.4, 0.9, 0.4], [-0.4, -0.4, 0.4], [-0.4, -0.5, 0.6], [0.3, 0.3, 1.2], [-0.6, -0.1, -0.4], [-0.1, 0.2, 0.2], [0.0, 0.1, 0.1], [-0.2, -0.3, -0.1], [-0.2, 0.0, 0.2], [0.5, 0.5, 0.3], [0.1, 0.0, 0.0], [-0.1, -0.1, 0.2], [0.0, -0.1, 0.1], [-1.3, 0.1, 0.5], [0.2, 0.5, -0.6], [-0.6, -0.3, 0.1], [-0.1, 0.1, -0.1], [0.2, 0.0, 0.0], [0.0, -1.3, 0.9], [-0.2, -0.2, 0.0], [0.0, 0.1, 0.1], [0.0, -0.2, 0.0], [-0.7, -0.1, -0.7], [0.0, -0.5, 0.1], [0.2, 0.4, -0.4], [0.2, 1.0, -0.6], [-0.3, -0.1, -0.3], [0.0, 0.5, 0.3], [0.2, 0.0, -0.6], [0.0, -0.3, 0.0], [-0.5, -0.7, -1.0], [-0.2, -0.5, 0.9], [0.0, -0.1, 0.1], [0.6, 1.4, 1.3]]
}